21
Properties=species:S:1:pos:R:3:forces:R:3 method="wB97M-V/def2-TZVPD" total_energy_ev=-11433.3654 lumo_energy_ev=4.13 total_charge=-1 e_above_lowest_kcal_mol=31.6
C -1.782 -0.294 -0.889 0.807 0.632 0.163
C -1.587 0.816 0.180 0.375 -0.244 -0.418
C -0.519 1.924 -0.006 0.028 0.490 1.510
O 0.503 1.855 0.940 -0.039 0.490 -0.811
N -0.789 -1.363 -0.938 -0.791 0.327 -0.935
C 0.562 -0.905 -0.791 1.189 -2.242 0.468
N 1.486 -2.088 -0.916 -1.238 0.140 -0.304
H -2.756 -0.710 -0.648 -0.209 -0.321 -0.607
H -1.716 0.139 -1.904 -0.707 0.202 0.281
H -2.556 1.304 0.369 0.104 -0.284 -0.046
H -1.238 0.333 1.087 -0.358 -0.186 0.420
H -0.177 2.024 -1.059 -0.025 -0.203 0.114
H -1.053 2.858 0.272 -0.007 0.049 -0.731
H -1.012 -2.161 -0.375 0.182 -0.049 0.472
H 0.868 -0.206 -1.568 -0.458 0.381 0.148
H 0.753 -0.592 0.215 0.056 1.268 0.205
H 1.729 -2.357 0.022 0.371 -0.033 0.217
H 2.313 -1.785 -1.382 0.687 0.069 -0.146
H 1.038 0.911 1.529 0.313 -0.334 0.077
H 2.425 0.365 2.526 -0.981 -0.121 -0.559
O 1.595 0.054 2.105 0.703 -0.031 0.484